<a>
This record from the Open Molecules 2025 dataset describes C5H8NO2 as an isolated structure. The level of theory is ωB97M-V/def2-TZVPD.

Properties
Net charge: -1
E_HOMO in eV: -3.97
HOMO-LUMO gap in eV: 5.17

Positions of all 16 atoms, in Å:
H -0.49 -5.09 0.15
H 1.91 2.79 -0.84
C -0.57 -0.55 0.57
H 0.67 -4.27 1.45
C -0.50 -1.83 1.17
O 1.10 4.10 0.40
O 1.05 4.37 -1.84
C 1.33 3.79 -0.78
H -0.43 0.30 1.23
H -0.47 -0.39 -0.49
H -1.59 -1.11 0.80
C -0.16 -4.26 0.76
H -0.32 -2.04 2.22
N -1.53 -2.79 -0.66
H -1.64 -3.69 -1.12
C -0.75 -3.05 0.42

natural (NBO) population analysis, charges in e, atoms 1 to 2: 0.1966 -0.0489

<b>
This record from the Open Molecules 2025 dataset describes a 2-piece molecular cluster, C5H8NO2 overall. The level of theory is ωB97M-V/def2-TZVPD.

Properties
Net charge: -1
E_HOMO in eV: -3.05
HOMO-LUMO gap in eV: 3.27

Positions of all 16 atoms, in Å:
H 0.69 -1.41 -0.94
N -0.16 0.21 2.95
H -0.45 0.10 1.28
C -0.22 0.22 0.17
H 2.26 0.76 0.31
C -1.50 0.10 -0.76
C 0.81 -0.83 -0.03
H 0.16 1.23 0.22
H 0.26 0.14 3.87
H -0.70 1.08 2.97
H 0.94 -1.58 0.75
O -2.14 1.14 -0.99
O -1.72 -1.06 -1.16
C 3.06 0.19 -1.07
C 2.28 -0.29 -0.14
H 2.77 1.21 -1.39

natural (NBO) population analysis, charges in e, atoms 1 to 2: 0.2496 -1.2359

Out of the structures above, which one is the most stable? Solution: <a>.